Record 1
{"formula": "C3H5NO3", "method": "wB97M-V/def2-TZVPD", "symbols": ["O", "O", "O", "N", "C", "C", "C", "H", "H", "H", "H", "H"], "xyz": [[0.57542, -0.44610, -2.02849], [0.38997, -2.23028, -0.75263], [0.62004, 1.64293, 1.39863], [1.08716, -0.24238, 0.24352], [0.20362, 0.65691, 0.82364], [0.64721, -1.07328, -0.83096], [-1.26730, 0.33852, 0.74400], [0.58989, 0.52182, -2.01959], [2.05581, 0.00636, 0.24333], [-1.46483, -0.68144, 1.07252], [-1.64807, 0.46057, -0.27134], [-1.78891, 1.04637, 1.37738]], "forces_ev_per_a": [[-0.246, -0.135, -0.380], [0.037, 0.092, 0.228], [-0.046, -0.375, -0.161], [-0.994, -0.219, -0.168], [0.383, 0.660, 0.520], [0.137, 0.127, -0.455], [0.028, -0.094, -0.076], [0.249, -0.247, 0.491], [0.407, 0.302, 0.056], [-0.014, -0.010, -0.072], [0.053, -0.114, -0.068], [0.006, 0.012, 0.085]], "lumo_energy_ev": 0.341, "de_lowest_kcal_mol": 14.22, "smiles": "CC(=O)NC(=O)O", "e_homo_ev": -10.420, "homo_lumo_gap_ev": 10.761}

***

Record 2
{"formula": "C3H3N5", "method": "wB97M-V/def2-TZVPD", "symbols": ["N", "N", "N", "N", "N", "C", "C", "C", "H", "H", "H"], "xyz": [[-1.23145, 1.26552, -0.31847], [-1.49506, 0.19627, 0.59322], [-0.51804, -1.51154, -0.73019], [2.02224, -0.03268, 0.75433], [0.62776, -1.17077, -0.91498], [1.09508, 0.02197, -0.15428], [-0.00030, 1.21585, -0.68941], [-1.24652, -1.05529, 0.55652], [0.42666, 2.06567, -1.31276], [1.88653, 0.90468, 1.08920], [-1.56688, -1.89966, 1.12682]], "forces_ev_per_a": [[2.127, -3.367, 0.479], [-1.994, 0.018, 2.040], [-1.984, -2.317, 2.214], [-2.997, 0.608, -2.772], [1.723, 2.495, -0.471], [-1.271, -1.005, 0.441], [2.332, 0.628, 0.537], [2.017, 2.983, -5.107], [-0.650, -1.192, 0.736], [1.088, 1.001, 1.032], [-0.391, 0.150, 0.870]], "lumo_energy_ev": -0.392, "de_lowest_kcal_mol": 108.01, "smiles": "[H]/N=c1\\cnncnn1", "e_homo_ev": -8.909, "homo_lumo_gap_ev": 8.517}

***

Record 3
{"formula": "C33H67O13", "method": "wB97M-V/def2-TZVPD", "symbols": ["O", "O", "O", "O", "O", "O", "O", "O", "O", "O", "O", "O", "O", "C", "C", "C", "C", "C", "C", "C", "C", "C", "C", "C", "C", "C", "C", "C", "C", "C", "C", "C", "C", "C", "C", "C", "C", "C", "C", "C", "C", "C", "C", "C", "C", "C", "H", "H", "H", "H", "H", "H", "H", "H", "H", "H", "H", "H", "H", "H", "H", "H", "H", "H", "H", "H", "H", "H", "H", "H", "H", "H", "H", "H", "H", "H", "H", "H", "H", "H", "H", "H", "H", "H", "H", "H", "H", "H", "H", "H", "H", "H", "H", "H", "H", "H", "H", "H", "H", "H", "H", "H", "H", "H", "H", "H", "H", "H", "H", "H", "H", "H", "H"], "xyz": [[-3.81934, -1.97183, -0.32931], [1.72476, 0.07652, -1.88476], [1.17088, 7.46357, -1.05681], [0.16576, 1.38536, 2.93657], [-6.01929, -3.70281, -4.70995], [0.54420, 3.35247, 3.83842], [3.21298, 3.15341, 7.90967], [2.41673, 7.70118, 0.74190], [-1.84455, -2.88546, -4.33459], [2.07156, 2.00486, -0.87749], [-5.62115, -1.39239, -1.47560], [-4.61052, -4.63194, -6.11986], [2.77774, 1.04989, 8.34728], [1.34011, 7.43950, 0.27849], [1.87334, 2.86645, 0.24445], [4.34621, -3.63661, -3.18285], [0.38942, 4.28908, 4.91280], [4.13405, -2.47569, -4.16483], [3.15231, -0.23373, 8.85929], [3.01180, 2.76090, 1.23693], [-3.43763, -4.56686, -6.94510], [-0.00508, 6.97593, -1.71078], [2.20083, -5.03002, -3.60233], [1.31124, 0.07505, 0.45606], [1.54405, 4.19860, 5.88815], [-0.22025, 1.49378, 5.27211], [4.32098, -1.10640, -3.49871], [-0.73684, -2.66710, -3.42249], [-1.09083, 8.03012, -1.77696], [2.70079, -0.42099, 10.29263], [3.06504, -4.22255, -2.59814], [-6.55825, -1.76336, -2.49942], [-0.05355, -3.98457, -3.15804], [1.68860, 0.70343, -0.86197], [1.01907, -4.30295, -4.24072], [0.14847, 2.06983, 3.92618], [-5.04233, -3.78240, -1.22650], [-7.83974, -2.34684, -1.94301], [3.51774, 2.16273, 8.51792], [-2.20387, -5.05438, -6.21100], [-4.94596, -3.65506, -5.26965], [-3.94135, -2.57568, -4.95455], [-1.30242, -2.01465, -2.15793], [4.64804, 2.16119, 9.51946], [0.14983, 7.16788, 1.17051], [-4.76767, -2.31375, -0.98010], [-0.98280, 0.73419, 5.11639], [-0.83905, -4.74355, -3.25915], [4.97120, -3.26062, -2.36918], [1.59192, 3.22443, 6.35518], [3.39257, -4.91888, -1.81064], [-0.61092, 6.53694, 0.71700], [0.89459, 0.77594, 1.18078], [2.87254, 3.46897, 2.05498], [3.17608, 0.29719, 10.96134], [-8.31179, -1.64158, -1.25589], [4.89465, -4.42640, -3.69718], [-5.58853, -3.98911, -2.14350], [-0.57816, 4.16065, 5.40075], [-0.29475, 8.11775, 1.46487], [5.41982, 2.83666, 9.15921], [-6.78566, -0.84056, -3.03545], [1.84638, 3.87806, -0.16513], [0.34802, -4.03025, -2.13288], [-7.65440, -3.26533, -1.38637], [1.32864, -3.32082, -4.61737], [4.35285, -0.30647, -4.23238], [-3.25129, -2.36403, -5.76628], [2.64817, -0.95470, 8.21821], [4.87450, -2.56914, -4.96330], [-0.62391, 2.22059, 5.97210], [0.66263, 1.02738, 5.70814], [-2.36203, -6.06890, -5.84420], [0.90309, 2.68720, 0.70797], [4.22276, -0.40099, 8.73491], [1.62382, -0.27199, 10.37020], [-3.36615, -2.85840, -4.06914], [0.49960, 6.64864, 2.05964], [-1.42609, 8.32553, -0.78239], [-8.53517, -2.57058, -2.75228], [-1.86598, -2.11854, -4.92453], [3.08026, 1.75746, 1.65666], [2.48979, 4.35427, 5.36918], [-0.04924, -1.94137, -3.85766], [3.53471, -0.96702, -2.76279], [1.77671, -5.86855, -3.04026], [1.44586, 4.95020, 6.67104], [-0.35064, 6.05176, -1.24624], [4.27246, 2.52965, 10.47316], [2.94216, -1.42587, 10.63953], [2.82939, -5.46786, -4.38190], [0.55535, -0.68374, 0.26542], [0.36939, 5.27105, 4.44013], [2.47017, -3.47350, -2.07696], [2.19363, -0.40525, 0.88025], [-5.59577, -4.18431, -0.37817], [-0.71522, 8.92624, -2.27139], [5.27685, -1.15394, -2.97388], [-0.47394, -1.71779, -1.51850], [5.11253, 1.18908, 9.66625], [-3.65062, -5.21893, -7.79174], [-1.95103, 7.65617, -2.33274], [-4.48209, -1.65438, -4.74370], [-1.33942, -5.05212, -6.87478], [-3.30771, -3.56211, -7.34942], [3.96099, 2.97261, 0.74286], [-4.08494, -4.29486, -1.29853], [-1.82052, -1.09743, -2.44037], [-1.96882, -4.43156, -5.34614], [-1.97714, -2.71272, -1.67900], [0.31612, 6.71572, -2.71759], [3.16190, -2.49460, -4.64886], [-6.05425, -2.42924, -3.20365]], "forces_ev_per_a": [[-0.292, 0.368, 0.254], [-0.096, 0.330, 0.034], [0.276, -0.065, -0.118], [-0.123, 0.345, 0.336], [-0.188, -0.504, -0.222], [-0.214, 0.111, -0.305], [0.200, -0.228, 0.290], [-0.027, 0.000, -0.181], [4.242, 0.952, 1.036], [-0.114, 0.181, -0.278], [0.098, 0.188, 0.287], [-0.552, -0.004, -0.082], [-0.091, -0.040, -0.268], [-0.109, 0.132, 0.286], [0.059, 0.086, 0.152], [-0.633, 0.458, -0.213], [0.213, 0.168, 0.245], [0.415, 0.405, -0.252], [0.013, -0.140, 0.189], [0.093, -0.092, 0.038], [0.577, -0.269, 0.029], [-0.215, 0.019, -0.041], [-0.699, 0.544, -0.018], [-0.454, 0.294, 0.042], [-0.255, 0.020, -0.327], [-0.434, 0.110, 0.035], [0.215, -1.003, 0.093], [0.029, 0.288, 0.979], [0.025, 0.104, 0.120], [-0.009, 0.153, 0.067], [0.514, -0.923, 0.178], [0.130, -0.095, -0.250], [0.612, -0.480, -1.330], [0.097, -0.416, 0.162], [-0.340, 0.206, 0.267], [0.171, -0.247, 0.144], [0.120, -0.062, -0.414], [0.053, 0.010, 0.228], [0.028, 0.196, 0.173], [-0.198, -0.108, 0.062], [0.599, 0.490, -0.011], [-3.131, 0.363, -0.952], [0.365, -0.042, -0.862], [0.312, -0.212, -0.236], [-0.077, -0.491, -0.044], [0.065, -0.386, -0.093], [0.136, -0.104, -0.098], [-0.236, -0.142, 0.560], [0.229, -0.088, 0.062], [-0.058, -0.035, 0.089], [0.040, 0.032, 0.129], [-0.075, 0.142, -0.055], [0.306, -0.280, -0.245], [-0.024, 0.001, -0.008], [0.067, -0.044, 0.000], [-0.025, 0.036, -0.049], [0.046, -0.189, 0.095], [-0.089, -0.017, 0.074], [0.003, -0.082, -0.012], [0.000, 0.013, -0.021], [-0.118, 0.143, 0.031], [0.113, 0.067, 0.105], [0.036, -0.063, -0.147], [-0.157, 0.181, 0.162], [-0.017, -0.043, -0.077], [0.313, 0.017, -0.078], [-0.183, 0.234, 0.061], [-0.441, -0.243, -0.071], [-0.037, 0.098, -0.081], [0.057, 0.051, -0.130], [0.164, 0.028, 0.053], [0.025, 0.036, 0.010], [-0.016, -0.127, -0.152], [0.048, -0.075, 0.069], [0.016, 0.063, 0.032], [-0.010, -0.062, -0.041], [-1.072, -0.015, -0.270], [0.118, 0.161, 0.041], [-0.046, -0.066, 0.004], [0.040, 0.004, -0.032], [0.341, -0.367, 0.426], [-0.087, 0.015, 0.057], [-0.010, 0.062, 0.006], [0.194, -0.155, -0.298], [-0.033, 0.349, -0.058], [0.059, -0.249, -0.047], [0.016, -0.015, 0.021], [-0.002, 0.025, 0.056], [-0.019, -0.008, 0.006], [-0.006, -0.009, -0.020], [0.319, -0.050, 0.061], [0.139, -0.111, -0.079], [0.004, -0.082, -0.150], [-0.127, 0.276, -0.145], [0.015, -0.002, -0.027], [0.000, 0.008, 0.026], [0.007, -0.039, -0.061], [0.129, 0.349, 0.081], [-0.023, -0.194, 0.230], [-0.116, -0.024, 0.110], [-0.205, -0.009, 0.025], [0.014, -0.013, -0.012], [-0.238, 0.023, 0.009], [0.041, 0.003, 0.076], [-0.052, 0.065, 0.053], [-0.031, 0.068, -0.021], [0.033, 0.046, 0.180], [-0.305, 0.054, 0.150], [0.076, -0.323, -0.501], [-0.067, 0.076, 0.365], [0.126, 0.015, 0.036], [-0.132, -0.322, 0.050], [-0.477, 0.197, 0.158]], "lumo_energy_ev": 1.477, "charge": -1, "e_homo_ev": -0.926, "homo_lumo_gap_ev": 2.403}

***

Record 4
{"formula": "C30H23BrN2RhS2Si", "method": "wB97M-V/def2-TZVPD", "symbols": ["Rh", "Br", "S", "S", "Si", "N", "N", "C", "C", "C", "C", "C", "C", "C", "C", "C", "C", "C", "C", "C", "C", "C", "C", "C", "C", "C", "C", "C", "C", "C", "C", "C", "C", "C", "C", "C", "C", "H", "H", "H", "H", "H", "H", "H", "H", "H", "H", "H", "H", "H", "H", "H", "H", "H", "H", "H", "H", "H", "H", "H"], "xyz": [[0.34781, -0.34705, -0.23818], [0.51971, -1.46057, 3.37177], [1.34308, 2.32428, -2.60417], [-1.58781, -0.09386, 0.94143], [-2.00793, -2.17713, 0.41333], [1.43969, -0.22437, -2.41526], [2.00603, -0.22676, 1.36991], [-2.38696, -4.72570, 4.28086], [3.08408, -0.32011, 3.50652], [-2.14467, -3.19476, 1.95711], [-1.61190, -4.48374, 2.01949], [2.01661, -0.56842, 2.65622], [-0.71274, -2.95739, -2.02831], [4.20104, 0.30933, 2.99317], [4.21478, 0.66259, 1.65189], [2.70514, -0.40260, -5.89595], [1.12244, 0.83743, -1.76104], [1.57584, -3.67498, -2.21707], [1.88397, 0.05457, -3.70945], [-2.81468, -2.69147, 3.07682], [2.71639, 0.96910, -6.17801], [1.89963, 1.42602, -3.99533], [-2.93243, -3.44815, 4.23162], [-3.55782, -2.11307, -0.59763], [3.10690, 0.38019, 0.88519], [-3.72824, -1.17374, -1.62013], [-4.87351, -1.17742, -2.39958], [-0.54451, -2.71230, -0.65156], [2.31753, 1.89686, -5.23651], [1.77821, -3.42522, -0.87354], [2.29242, -0.87169, -4.66705], [-5.86581, -2.12149, -2.16632], [-4.56697, -3.05184, -0.37277], [-5.71425, -3.05697, -1.15394], [-1.73206, -5.24498, 3.17429], [0.32808, -3.44376, -2.79338], [0.72496, -2.95543, -0.08935], [-1.68020, -2.78828, -2.48479], [-3.24272, -1.69492, 3.05197], [-1.31506, -6.24282, 3.20955], [5.06556, 1.15265, 1.20176], [3.04497, 1.30839, -7.15090], [-6.76141, -2.12297, -2.77358], [0.86620, -2.85445, 0.98047], [-6.49000, -3.78800, -0.96885], [-1.09658, -4.90200, 1.16216], [0.17050, -3.65098, -3.84394], [2.74179, -3.61739, -0.41984], [2.28230, -1.92748, -4.43645], [2.38689, -4.06164, -2.82092], [-4.99749, -0.44355, -3.18492], [3.02639, -1.10183, -6.65592], [3.02513, -0.62156, 4.54129], [-2.47786, -5.31793, 5.18184], [-3.45073, -3.04607, 5.09207], [-2.96394, -0.42561, -1.80735], [2.33114, 2.95511, -5.45863], [5.04895, 0.51783, 3.63153], [-4.46095, -3.78144, 0.42204], [3.07697, 0.64379, -0.16284]], "forces_ev_per_a": [[-0.074, 0.087, 0.188], [-0.014, 0.012, -0.018], [-0.022, -0.008, -0.007], [0.120, -0.007, -0.077], [-0.083, -0.089, 0.010], [-0.034, 0.043, -0.016], [0.032, 0.025, 0.008], [-0.007, 0.015, -0.007], [-0.007, 0.000, -0.013], [-0.023, 0.004, -0.016], [0.018, 0.013, -0.017], [0.002, -0.022, 0.009], [-0.012, -0.004, 0.007], [0.007, 0.002, -0.001], [0.019, 0.001, 0.009], [0.004, 0.004, -0.011], [0.053, -0.021, -0.081], [0.011, 0.006, 0.009], [-0.016, 0.012, -0.029], [0.011, 0.036, 0.003], [-0.001, -0.003, -0.005], [0.024, -0.030, 0.017], [0.007, -0.030, 0.000], [-0.010, -0.031, -0.021], [-0.030, -0.012, -0.017], [-0.016, 0.010, 0.007], [0.007, 0.002, 0.004], [0.000, 0.021, 0.025], [0.005, 0.001, 0.017], [0.022, -0.003, -0.021], [-0.003, 0.013, 0.019], [-0.006, -0.006, 0.002], [0.001, 0.004, 0.018], [0.003, 0.013, -0.004], [-0.001, -0.007, -0.004], [-0.001, 0.006, 0.020], [-0.001, -0.007, -0.005], [0.003, -0.008, -0.002], [-0.002, 0.002, -0.002], [0.002, 0.000, -0.003], [0.004, -0.001, 0.004], [0.000, 0.002, -0.002], [-0.001, 0.000, 0.001], [-0.008, -0.034, 0.011], [-0.001, -0.001, -0.002], [0.011, -0.005, -0.003], [-0.002, 0.001, -0.002], [0.001, -0.005, 0.000], [0.000, -0.003, -0.001], [0.001, -0.005, 0.002], [0.004, 0.002, -0.001], [0.001, 0.000, -0.001], [-0.001, 0.001, 0.002], [-0.001, 0.003, 0.004], [-0.002, 0.004, -0.001], [-0.003, -0.002, -0.003], [-0.001, 0.003, -0.002], [0.000, 0.001, -0.001], [0.002, -0.005, -0.003], [0.004, 0.002, 0.001]], "lumo_energy_ev": [-2.562, -5.395], "s_squared": 6.0169, "spin_multiplicity": 5, "de_lowest_kcal_mol": 0.00, "charge": 1, "e_homo_ev": [-11.098, -11.411], "homo_lumo_gap_ev": [8.536, 6.016]}

***

Number 1: largest force on an atom 1.03 eV Å⁻¹. Number 2: largest force on an atom 6.25 eV Å⁻¹. Number 3: largest force on an atom 4.47 eV Å⁻¹. Number 4: largest force on an atom 0.22 eV Å⁻¹.